[1]
The following is a DFT calculation (ωB97M-V/def2-TZVPD) of a structure of composition C21H22F6NO6PdS5Si.

As for the charge: -1. The multiplicity is 1. The molecular weight is 793.237 g mol⁻¹. Its frontier orbital gap (spin up / spin down) is 6.8 / 6.8 eV. The energy relative to the best compared isomer or geometry (same formula, charge and spin) comes out at 19.40 kcal/mol.

The geometry in XYZ format:
```
63
Properties=species:S:1:pos:R:3:forces:R:3
Pd -0.894298 1.063714 0.030641 -0.2 0.2 -0.9
C -5.033254 3.790349 0.228843 0.0 -0.1 0.0
O -4.859137 2.371223 0.187932 0.1 0.1 0.0
C -3.615113 1.889964 0.180692 0.0 -0.1 0.1
S -2.263102 2.945924 0.207103 0.5 -0.5 -0.3
S -3.373615 0.242016 0.144297 -0.7 0.0 0.4
H -6.107394 3.954542 0.224932 0.0 0.0 0.0
H -4.574215 4.256175 -0.643674 0.0 0.0 0.0
H -4.592756 4.204042 1.135578 0.0 0.0 0.0
O -0.503993 -1.251926 -0.235151 0.2 0.0 0.0
S -0.026181 -2.650851 -0.421597 -0.1 0.2 -0.1
C -0.907240 -3.597804 0.820757 0.0 0.0 0.1
C -1.658686 -2.917271 1.762066 0.0 0.0 0.0
C -2.336190 -3.650744 2.727958 0.0 0.0 0.0
C -2.263518 -5.035401 2.736076 0.0 0.0 0.0
C -1.512604 -5.703759 1.775305 0.0 0.0 0.0
C -0.831514 -4.983536 0.808010 0.0 0.0 0.0
C 1.602576 -2.817460 0.291234 0.0 0.0 0.0
C 2.545505 -3.556230 -0.405369 0.0 0.0 0.0
C 3.824175 -3.688028 0.122293 0.0 0.0 0.0
C 4.141044 -3.063990 1.319236 0.0 0.0 0.0
C 3.188007 -2.312977 1.999293 0.0 0.0 0.0
C 1.906536 -2.192090 1.491179 0.0 -0.1 0.0
H -1.698405 -1.836238 1.740846 0.0 0.0 0.0
H -2.919600 -3.129244 3.475374 0.0 0.0 0.0
H -2.795661 -5.600062 3.491302 0.0 0.0 0.0
H -1.460453 -6.785120 1.780029 0.0 0.0 0.0
H -0.239871 -5.492473 0.055349 0.0 0.0 0.0
H 2.287401 -4.010074 -1.355110 0.0 0.0 0.0
H 4.573415 -4.258970 -0.411205 0.0 0.0 0.0
H 5.143350 -3.149678 1.720092 0.0 0.0 0.0
H 3.445994 -1.800336 2.916632 0.0 0.0 0.0
H 1.158267 -1.600764 1.999846 0.0 0.0 0.0
C -0.594030 3.879189 -5.157884 0.0 0.0 0.0
Si 0.155539 2.221782 -4.705243 0.0 0.0 0.0
C 2.008367 2.301776 -4.970562 0.0 0.0 0.0
C -0.563454 0.906211 -5.831437 0.0 0.0 0.0
C -0.211054 1.830803 -2.977747 0.0 0.0 -0.2
C -0.459602 1.560405 -1.819375 0.1 0.2 0.8
H -0.347361 4.159121 -6.185546 0.0 0.0 0.0
H -0.225107 4.660670 -4.490788 0.0 0.0 0.0
H -1.681092 3.847198 -5.061521 0.0 0.0 0.0
H 2.253349 2.530359 -6.011141 0.0 0.0 0.0
H 2.472381 1.348922 -4.708279 0.0 0.0 0.0
H 2.453808 3.069853 -4.335301 0.0 0.0 0.0
H -0.400674 1.148755 -6.884946 0.0 0.0 0.0
H -1.637552 0.806203 -5.663347 0.0 0.0 0.0
H -0.105088 -0.063586 -5.627701 0.0 0.0 0.0
F 2.629588 4.046806 1.946893 0.0 0.0 0.0
C 2.397608 3.119954 1.016085 0.0 0.0 -0.1
F 1.461794 3.567470 0.190612 0.0 0.0 0.0
F 3.527676 2.931111 0.322750 0.0 0.0 0.0
S 1.933242 1.515253 1.787595 -0.3 0.0 0.2
O 1.761310 0.597302 0.693206 0.1 0.1 0.0
O 2.967347 1.250379 2.747556 0.1 -0.1 -0.1
N 0.564844 2.001673 2.437020 0.0 -0.1 0.0
S -0.341868 1.121232 3.373945 0.2 0.2 -0.1
O -1.572205 1.803150 3.621695 0.0 0.0 0.0
O -0.369642 -0.274675 3.018671 0.0 -0.1 0.0
C 0.496271 1.123134 5.021812 0.0 0.0 0.0
F -0.370698 0.692203 5.947815 0.0 0.0 0.0
F 0.892997 2.350551 5.361436 0.0 0.0 0.0
F 1.553838 0.313873 5.042937 0.0 0.0 0.0
```
Forces are in eV/Å.

=====

[2]
The following is a DFT calculation (ωB97M-V/def2-TZVPD) of the ion C4H11N2O with charge +1 in a non-equilibrium geometry.

As for the charge: +1. The multiplicity is 1. The molecular weight is 103.145 g mol⁻¹. Its frontier orbital gap is 11.6 eV. The energy relative to the best compared isomer or geometry (same formula, charge and spin) comes out at 11.35 kcal/mol.

The geometry in XYZ format:
```
18
Properties=species:S:1:pos:R:3:forces:R:3
C -1.572627 -1.538184 -0.118078 0.0 0.9 -0.2
C -0.313244 -0.798355 -0.598328 -0.2 -1.2 0.2
C -0.015037 0.420641 0.254180 0.3 0.4 -0.6
N 0.426620 -0.000728 1.627319 -1.7 -0.1 0.2
C 1.181692 1.245956 -0.262305 -0.5 0.2 -0.3
N 1.079382 1.708677 -1.518809 0.0 -0.2 0.6
O 2.137310 1.405591 0.468918 0.4 -0.2 0.1
H -1.423600 -1.954706 0.864195 -0.1 -0.2 0.5
H -2.424504 -0.850849 -0.081972 0.0 -0.2 0.0
H -1.833637 -2.358344 -0.766674 0.0 -0.2 -0.3
H -0.396567 -0.575211 -1.658112 0.0 0.4 0.0
H 0.527400 -1.495819 -0.523967 0.2 0.1 -0.1
H -0.920998 1.028995 0.301959 0.2 0.1 0.3
H -0.183714 0.357814 2.366995 0.1 0.2 -0.1
H 0.301931 -1.011989 1.668305 0.7 -0.1 0.2
H 1.380502 0.374567 1.768204 0.5 -0.1 -0.2
H 0.165795 1.834647 -1.924761 0.2 0.0 -0.3
H 1.883295 2.207298 -1.867067 -0.2 0.2 -0.2
```
Forces are in eV/Å.